(1)
C18H21N6ORuS3 as an isolated structure, computed with the ωB97M-V functional and the def2-TZVPD basis.

Geometry as ORCA input:
```
! wB97M-V def2-TZVPD RIJCOSX def2/J DEFGRID3
* xyz 3 1
Ru 0.45 -0.28 0.01
C -5.70 -1.87 1.89
C -4.41 -1.19 2.15
N -3.87 -0.99 3.32
N -2.72 -0.33 3.07
C -2.51 -0.13 1.78
S -1.13 0.78 1.19
N -3.59 -0.66 1.17
N -3.80 -0.68 -0.21
H -6.13 -2.17 2.84
H -5.57 -2.77 1.28
H -6.40 -1.20 1.39
H -2.14 -0.02 3.84
H -4.20 0.22 -0.48
H -4.49 -1.40 -0.41
O 1.75 -0.32 -1.66
C 3.14 0.17 -1.58
C 3.16 1.67 -1.43
C 2.27 2.14 -0.28
C 2.62 1.47 1.02
C 3.66 1.90 1.82
C 3.94 1.22 2.99
C 3.17 0.12 3.35
C 2.15 -0.26 2.51
N 1.89 0.39 1.35
H 1.35 0.00 -2.49
H 3.66 -0.18 -2.47
H 3.56 -0.34 -0.71
H 2.85 2.15 -2.36
H 4.19 1.98 -1.25
H 1.20 1.96 -0.52
H 2.33 3.23 -0.17
H 4.22 2.78 1.53
H 4.76 1.55 3.63
H 3.35 -0.42 4.26
H 1.52 -1.11 2.76
S 0.49 -2.42 0.40
C -0.37 -2.50 -1.09
N -0.69 -1.26 -1.41
C -1.36 -1.19 -2.60
C -1.82 -0.04 -3.25
C -2.46 -0.20 -4.45
C -2.66 -1.48 -5.01
C -2.22 -2.63 -4.38
C -1.55 -2.47 -3.17
S -0.88 -3.72 -2.16
H -1.67 0.95 -2.82
H -2.82 0.67 -4.99
H -3.17 -1.57 -5.96
H -2.37 -3.60 -4.82
*
```

Output
Strongest force on any atom ... 0.5 eV/Å
HOMO energy (alpha / beta) ... -17.71 / -17.61 eV
Energy relative to the best compared isomer or geometry (same formula, charge and spin) ... 5.1 kJ/mol


(2)
One molecule with the formula C4H5NO2, computed with the ωB97M-V functional and the def2-TZVPD basis.

Geometry as ORCA input:
```
! wB97M-V def2-TZVPD RIJCOSX def2/J DEFGRID3
* xyz 0 1
C -1.79 -0.64 0.18
C -0.58 0.20 0.13
C 0.22 1.17 -0.01
O 0.58 2.40 -0.35
N 0.90 0.04 0.61
C 1.65 -0.82 -0.22
O 1.16 -1.65 -0.95
H -1.64 -1.55 -0.41
H -2.01 -0.93 1.22
H -2.64 -0.10 -0.22
H 1.41 2.61 0.10
H 2.74 -0.73 -0.06
*
```

Output
Strongest force on any atom ... 0.6 eV/Å
HOMO energy ... -8.39 eV
Energy relative to the best compared isomer or geometry (same formula, charge and spin) ... 359.4 kJ/mol


(3)
C30H39IrN5O as an isolated structure, computed with the ωB97M-V functional and the def2-TZVPD basis.

Geometry as ORCA input:
```
! wB97M-V def2-TZVPD RIJCOSX def2/J DEFGRID3
* xyz -1 5
Ir 0.68 -0.21 -0.18
N -1.28 -1.16 0.87
N -0.30 -2.36 -1.51
C 2.39 0.96 -0.56
C 2.76 -0.28 0.06
C 2.15 -0.30 1.38
C 2.20 -1.42 2.36
H 2.21 -2.39 1.85
H 1.33 -1.39 3.02
H 3.11 -1.34 2.97
C 1.47 0.95 1.56
C 0.86 1.44 2.82
H 1.65 1.78 3.50
H 0.29 0.65 3.35
H 0.19 2.28 2.63
C 1.55 1.69 0.35
C 0.95 3.04 0.09
H 0.07 3.20 0.73
H 0.64 3.15 -0.95
H 1.67 3.84 0.31
C 3.49 -1.42 -0.56
H 4.47 -1.53 -0.08
H 3.62 -1.25 -1.63
H 2.93 -2.36 -0.43
C 2.83 1.48 -1.89
H 1.96 1.87 -2.44
H 3.29 0.68 -2.47
H 3.55 2.31 -1.78
C -2.07 -0.58 1.75
H -2.06 0.52 1.76
C -2.88 -1.37 2.57
H -3.61 -0.87 3.20
C -2.69 -2.76 2.54
H -3.28 -3.38 3.20
C -1.75 -3.34 1.69
H -1.54 -4.42 1.63
C -1.04 -2.47 0.80
C -0.12 -2.88 -0.21
H 0.08 -3.96 -0.25
C -0.16 -1.03 -1.64
C -0.39 -2.94 -2.78
H -0.43 -4.01 -2.90
C -0.45 -1.94 -3.66
H -0.55 -1.92 -4.73
N -0.36 -0.74 -2.96
C -0.52 0.59 -3.48
C 0.42 1.09 -4.39
C 0.26 2.39 -4.86
H 1.01 2.80 -5.54
C -0.83 3.17 -4.49
C -1.01 4.55 -5.02
H -0.88 5.30 -4.23
H -2.02 4.69 -5.42
H -0.29 4.76 -5.81
C -1.77 2.64 -3.60
H -2.63 3.23 -3.30
C -1.64 1.34 -3.11
C -2.72 0.75 -2.25
H -3.17 -0.15 -2.70
H -3.51 1.50 -2.14
H -2.35 0.49 -1.25
C 1.59 0.25 -4.83
H 1.37 -0.31 -5.76
H 1.91 -0.47 -4.06
H 2.44 0.92 -5.06
C -2.82 -1.00 6.51
N -1.45 -1.43 6.55
C -0.52 -1.07 5.61
N 0.76 -1.45 5.92
O -0.81 -0.42 4.58
H -2.93 -0.22 5.75
H -3.11 -0.59 7.49
H -3.49 -1.83 6.26
H -1.11 -1.92 7.37
H 1.46 -1.29 5.22
H 0.92 -2.15 6.63
*
```

Output
Expectation value of S² ... 6.0290
Strongest force on any atom ... 3.6 eV/Å
HOMO energy (alpha / beta) ... 0.31 / -3.81 eV
Energy relative to the best compared isomer or geometry (same formula, charge and spin) ... 105.1 kJ/mol


In order of appearance, total energy = -65055.8124; -9810.5899; -44075.6592 eV.